No. 1
The following is a quantum chemistry calculation of the molecule C6H6FN3, from OMol25.

CARTESIAN COORDINATES (ANGSTROEM)
C  2.6344  1.0358  -0.1769
C  1.3427  0.6834  -0.2778
C  -0.0090  1.0215  -0.1448
C  0.7912  -1.4089  -0.1917
C  -0.4194  2.4345  -0.0693
C  -1.4602  -2.2340  0.3121
N  3.7804  1.2317  -0.0103
N  -0.9269  0.1415  0.0473
N  -0.4264  -1.2253  0.0120
F  1.1648  -2.5958  -0.6419
H  0.0221  2.9458  -1.0070
H  -1.4279  2.5266  0.0769
H  0.1169  2.7680  0.8643
H  -1.3544  -2.4821  1.2938
H  -2.4941  -1.7880  0.2084
H  -1.3342  -3.0547  -0.2951

Calculated values
ΔE to the lowest compared entry with this formula, charge and spin ... 82.7 kcal/mol
HOMO level ... -8.40 eV
Energy ... -13501.3855 eV
LUMO level ... -0.6 eV
Charge ... 0


No. 2
The following is a quantum chemistry calculation of a structure of composition C18H19Cl5NO8OsP2, from OMol25.

CARTESIAN COORDINATES (ANGSTROEM)
Os  -1.0644  -0.8188  -0.3649
Cl  2.6126  -1.4842  -0.3503
C  1.9094  -0.1784  -1.2064
C  0.5242  -0.0290  -1.2633
C  0.0326  1.0400  -1.9909
Cl  -1.7218  1.0206  -1.8634
C  0.7713  1.9939  -2.6380
Cl  0.0227  3.2998  -3.4399
C  2.1606  1.8354  -2.5596
Cl  3.1618  2.9773  -3.3365
C  2.7207  0.7575  -1.8564
Cl  4.4231  0.6119  -1.7693
N  -2.9202  -5.1440  0.5904
C  -1.9040  -4.2807  -0.1343
C  -1.2207  -5.0801  -1.2392
P  -2.9039  -2.9412  -0.8969
O  -3.1480  -1.9641  0.3897
O  -4.1214  -3.5142  -1.4678
O  -1.9158  -2.0734  -1.7128
P  -0.7975  -3.6359  1.2042
O  0.4113  -4.6679  1.1684
O  -1.5907  -3.6950  2.4461
O  -0.2265  -2.3162  0.6736
H  -3.8134  -5.1359  0.0812
H  -3.0146  -4.7512  1.5463
H  -2.5888  -6.1059  0.6764
H  -1.9393  -5.4016  -1.9949
H  -0.7100  -5.9483  -0.8222
H  -0.4700  -4.4589  -1.7256
H  -4.0098  -1.5216  0.4248
H  0.7940  -4.8447  2.0383
C  3.6838  4.3578  0.4148
C  2.3715  3.6683  0.6578
C  2.3091  2.4867  1.3836
C  1.1116  1.8173  1.6009
C  1.1455  0.5685  2.4463
C  -0.0671  2.3724  1.0737
C  -0.0439  3.6061  0.3903
C  -1.2858  4.3007  -0.1013
C  1.1849  4.2147  0.1787
C  -1.3603  1.6549  1.1709
O  -2.4608  2.1086  1.2290
O  -1.2161  0.2583  1.1256
H  4.4853  3.9024  0.9936
H  3.6226  5.4135  0.6800
H  3.9554  4.3035  -0.6411
H  3.2189  2.0789  1.8096
H  2.0256  0.5914  3.0870
H  1.2061  -0.3328  1.8334
H  0.2655  0.4709  3.0800
H  -1.8904  4.6423  0.7383
H  -1.9267  3.6502  -0.6946
H  -1.0121  5.1623  -0.7075
H  1.2140  5.1577  -0.3560

Calculated values
ΔE to the lowest compared entry with this formula, charge and spin ... 0.0 kcal/mol
HOMO level (spin up / spin down) ... -11.53 / -11.48 eV
Energy ... -120500.9756 eV
LUMO level (spin up / spin down) ... -5.3 / -4.9 eV
Charge ... +1


No. 3
The following is a quantum chemistry calculation of a structure of composition C2Br4N2O4, from OMol25.

CARTESIAN COORDINATES (ANGSTROEM)
C  1.4693  -0.0145  0.9317
C  -1.6443  -0.0239  -0.8843
N  1.6512  0.3077  -0.4779
N  -1.5981  -0.5619  0.3549
O  1.7129  -0.6622  -1.1953
O  1.7559  1.4543  -0.7432
O  -1.2391  -1.7699  0.4649
O  -1.6980  0.0973  1.4196
Br  1.2115  -1.8284  1.3483
Br  1.5544  1.2546  2.2182
Br  -2.0972  1.7297  -1.2539
Br  -1.0119  -1.0308  -2.3248

Calculated values
ΔE to the lowest compared entry with this formula, charge and spin ... 55.9 kcal/mol
HOMO level (spin up / spin down) ... -8.99 / -9.60 eV
Energy ... -293403.8379 eV
LUMO level (spin up / spin down) ... -2.9 / -2.1 eV
Charge ... 0


No. 4
The following is a quantum chemistry calculation of a structure of composition C25H46BiO2P2, from OMol25.

CARTESIAN COORDINATES (ANGSTROEM)
Bi  0.6216  -0.2034  -1.0789
C  -2.4869  1.6929  0.2713
C  -2.8291  0.7931  -0.7737
C  -2.7284  -0.3808  1.2041
C  -2.4398  0.9674  1.4878
C  -2.9661  -0.5059  -0.1937
C  -2.2244  3.1450  0.1085
H  -1.9014  3.3833  -0.9098
H  -1.4487  3.4977  0.8055
H  -3.1421  3.7185  0.3116
C  -2.1215  1.5117  2.8298
H  -2.0302  2.6027  2.7999
H  -1.1764  1.1029  3.2167
H  -2.9145  1.2368  3.5387
C  -2.7616  -1.4964  2.1754
H  -3.7959  -1.7313  2.4647
H  -2.1950  -1.2398  3.0792
H  -2.3185  -2.4045  1.7497
C  -3.2571  -1.7580  -0.9213
H  -4.3467  -1.8832  -1.0645
H  -2.8924  -2.6382  -0.3756
H  -2.7963  -1.7633  -1.9209
C  -2.9871  1.1531  -2.1944
H  -3.9235  1.7195  -2.3576
H  -3.0161  0.2668  -2.8346
H  -2.1650  1.7905  -2.5501
C  1.7459  0.4539  -2.9785
C  0.6148  1.3171  -3.1568
C  -0.0547  1.5153  -4.4657
C  -0.9966  0.3736  -4.9355
C  -0.9590  -0.8314  -4.0518
C  0.1322  -1.6221  -3.9482
C  1.3697  -1.4010  -4.7551
C  2.2891  -0.3066  -4.1907
H  0.6605  1.7015  -5.2835
H  -0.7499  0.1292  -5.9878
H  -0.6828  2.4209  -4.3981
H  2.5345  0.3858  -5.0201
H  2.5620  0.7183  -2.2811
H  0.3714  2.0621  -2.3977
H  3.2389  -0.7842  -3.8959
H  1.9360  -2.3432  -4.7933
H  0.0405  -2.6160  -3.5233
H  1.1409  -1.1700  -5.8097
H  -2.0329  0.7534  -4.9790
H  -1.9369  -1.1867  -3.7312
P  2.2050  2.0380  0.5476
C  1.6512  2.9118  2.0715
H  2.2746  3.7907  2.3012
H  1.6958  2.1975  2.9056
H  0.6060  3.2406  1.9506
C  3.9541  1.6313  0.9384
H  4.5218  2.5338  1.2099
H  4.4113  1.1596  0.0555
H  3.9639  0.9012  1.7603
C  2.4215  3.4654  -0.5834
H  2.7654  3.1001  -1.5619
H  3.1496  4.1727  -0.1600
H  1.4447  3.9518  -0.7166
P  1.3840  -2.8786  -0.4646
C  0.0164  -3.9222  -1.1055
H  0.4077  -4.8728  -1.5016
H  -0.5159  -3.3857  -1.9034
H  -0.7020  -4.1164  -0.2939
C  2.8661  -3.3235  -1.4318
H  2.6409  -3.2443  -2.5083
H  3.1629  -4.3479  -1.1649
H  3.6894  -2.6311  -1.1872
C  1.6920  -3.6682  1.1548
H  2.0070  -4.7157  1.0151
H  0.7583  -3.6289  1.7348
H  2.4701  -3.1045  1.6896
O  2.2335  -0.2816  2.7551
C  1.0805  -0.7473  2.7176
O  0.2340  -0.7013  1.7518
H  0.7295  -1.2856  3.6395

Calculated values
ΔE to the lowest compared entry with this formula, charge and spin ... 45.0 kcal/mol
HOMO level (spin up / spin down) ... -9.44 / -9.37 eV
Energy ... -55173.8552 eV
LUMO level (spin up / spin down) ... -4.6 / -4.1 eV
Charge ... +1


Which value of ΔE to the lowest compared entry with this formula, charge and spin does entry 1 give?
82.7 kcal/mol